Below is 2 unconnected molecules or ions with the total composition C5H9N2 at a distorted geometry, with properties calculated with ωB97M-V with the def2-TZVPD basis set.

Geometry as XYZ:
```
16
Properties=species:S:1:pos:R:3:mulliken_charge:R:1
C -0.51 0.63 -0.34 0.175
C 3.22 -0.10 0.14 0.358
C 4.66 -0.11 -0.08 -0.802
C -3.34 -0.60 0.59 -1.045
C -3.06 0.41 -0.56 -0.225
N 2.09 0.01 0.38 -0.368
N -1.64 0.61 -0.45 0.018
H 0.57 0.28 0.10 0.399
H 5.08 -1.08 -0.41 0.304
H 5.20 0.42 0.79 0.289
H 4.75 0.64 -0.84 0.282
H -4.43 -0.90 0.48 0.320
H -2.63 -1.48 0.57 0.340
H -3.08 0.03 1.41 0.349
H -3.48 1.44 -0.36 0.311
H -3.38 -0.20 -1.43 0.296
```

Summary:
E_HOMO: -15.9646 eV
Energy above the lowest of the compared OMol25 structures with the same formula, charge and spin: 354.93 kJ/mol
Gap between HOMO and LUMO: 12.49 eV
Total charge: +1
E_LUMO: -3.48 eV
Calculated total energy: -8302.054 eV